Model P:
{"formula": "C7H13N", "method": "wB97M-V/def2-TZVPD", "symbols": ["H", "N", "H", "H", "C", "H", "H", "H", "C", "H", "H", "C", "C", "H", "C", "H", "C", "H", "H", "C", "H"], "coordinates": [[-1.801, -0.370, 1.117], [0.062, 1.929, 1.655], [1.282, -1.155, 0.861], [-2.381, -1.886, 0.315], [-0.855, -1.589, -2.015], [1.551, 1.563, -1.451], [-0.096, 0.001, 2.402], [-1.212, -0.883, -2.768], [0.649, 0.957, -1.502], [-1.537, -2.441, -1.963], [0.124, -1.935, -2.344], [-0.807, -0.877, -0.694], [1.183, -0.082, 0.685], [0.301, 2.574, 2.407], [0.675, 0.614, 1.946], [0.556, 2.342, 0.865], [-1.696, -1.046, 0.277], [1.503, 0.706, 2.653], [2.168, 0.323, 0.452], [0.315, 0.103, -0.541], [0.015, 1.154, -2.358]], "smiles": "C=C(C)C(=C)CCN", "charge": 0, "homo_ev": -8.9, "gap_ev": 9.9}

Model Q:
{"formula": "C7H13N", "method": "wB97M-V/def2-TZVPD", "symbols": ["N", "H", "C", "C", "C", "H", "H", "H", "H", "H", "C", "H", "H", "C", "H", "C", "C", "H", "H", "H", "H"], "coordinates": [[-1.018, -0.354, -1.739], [-1.675, 0.178, -2.293], [-0.169, 0.386, -0.866], [-1.082, -1.291, 0.979], [1.236, 0.552, -1.431], [1.748, -1.277, 0.902], [-1.219, 2.454, -0.709], [-1.265, -1.468, 2.041], [1.900, 0.389, 1.467], [1.844, 1.177, -0.784], [1.242, -0.478, 1.447], [-2.026, -1.057, 0.493], [-0.742, 1.749, 1.973], [-0.624, 1.216, 1.041], [-0.585, -1.173, -2.143], [-0.092, -0.152, 0.802], [-0.781, 1.589, -0.236], [1.095, -0.825, 2.472], [1.179, 1.013, -2.421], [-0.695, -2.214, 0.545], [1.730, -0.415, -1.541]], "smiles": "CC1(C)C=C[C@]1(C)N", "charge": 0, "homo_ev": -8.4, "gap_ev": 9.4}

model P (0.192 eV below the next structure)

Model P:
{"formula": "C3H12N2OS", "method": "wB97M-V/def2-TZVPD", "symbols": ["H", "H", "C", "O", "H", "H", "S", "H", "N", "C", "H", "C", "H", "H", "H", "H", "N", "H", "H"], "coordinates": [[0.882, -1.299, -0.761], [2.626, 0.573, 2.296], [1.016, -0.802, 1.479], [-0.290, 1.818, 1.883], [-0.027, 2.661, 1.555], [-1.147, 0.717, -3.159], [2.785, -0.533, 1.493], [0.196, 0.586, -2.459], [-0.771, 0.745, -2.225], [-1.379, -0.372, -1.474], [0.368, -0.362, 2.168], [0.485, -0.533, 0.008], [-2.452, -0.318, -1.534], [0.933, -1.851, 1.628], [1.162, 0.322, -0.300], [-0.852, 1.494, 1.214], [-0.930, -0.360, -0.115], [-1.454, -1.183, 0.311], [-1.150, -1.304, -2.007]], "smiles": "NCNCCS.O", "charge": 0, "homo_ev": -9.0, "gap_ev": 9.8}

Model Q:
{"formula": "C3H12N2OS", "method": "wB97M-V/def2-TZVPD", "symbols": ["H", "H", "H", "H", "H", "H", "H", "C", "H", "H", "N", "H", "C", "C", "N", "H", "H", "O", "S"], "coordinates": [[2.303, 1.218, 0.940], [-0.710, -0.922, -1.404], [0.389, -1.005, 0.528], [-1.083, 0.570, 1.034], [-4.250, -0.347, -1.475], [4.169, -0.724, 1.749], [-3.876, -1.735, -0.713], [0.654, 0.024, 0.509], [-0.053, 1.791, -0.562], [-0.067, 0.471, 2.549], [-0.135, 0.684, 1.514], [2.794, -0.087, -0.276], [0.155, 0.735, -0.780], [2.227, 0.196, 0.616], [-0.923, 0.067, -1.476], [-0.873, 0.189, -2.502], [1.013, 0.650, -1.379], [-4.558, -1.051, -0.868], [2.823, -0.723, 1.996]], "smiles": "NC[C@H](N)CS.O", "charge": 0, "homo_ev": -9.0, "gap_ev": 9.7}

model P (0.275 eV below the next structure)

Model P:
{"formula": "C3H12N2OS", "method": "wB97M-V/def2-TZVPD", "symbols": ["H", "H", "C", "H", "H", "H", "C", "C", "H", "H", "H", "S", "H", "N", "O", "H", "H", "H", "N"], "coordinates": [[-0.201, -1.458, 1.320], [3.638, 0.376, -0.120], [-0.794, 0.124, 0.061], [-2.403, -0.456, 1.336], [3.848, 0.779, -1.582], [-1.183, 1.305, -1.542], [0.158, -1.044, 0.366], [-2.217, -0.296, 0.294], [0.336, 0.930, -1.405], [0.135, -1.769, -0.446], [1.537, 0.290, 1.045], [-3.426, 1.035, -0.190], [-0.482, 0.944, 0.734], [-0.587, 0.505, -1.355], [4.255, 0.297, -0.859], [-2.554, -1.189, -0.208], [2.083, -1.228, 1.010], [-3.692, 1.405, 1.067], [1.550, -0.549, 0.473]], "smiles": "NC[C@@H](N)CS.O", "charge": 0, "homo_ev": -9.4, "gap_ev": 10.0}

Model Q:
{"formula": "C3H12N2OS", "method": "wB97M-V/def2-TZVPD", "symbols": ["H", "H", "H", "N", "C", "H", "H", "H", "C", "H", "C", "H", "O", "N", "S", "H", "H", "H", "H"], "coordinates": [[-0.554, 1.160, 1.103], [-0.865, -1.049, 0.946], [0.468, -2.581, -1.881], [0.359, 0.758, 0.992], [0.069, -0.607, 0.537], [1.476, 0.676, -1.274], [-0.782, -2.658, -0.654], [-0.377, 3.621, 4.002], [-0.018, -0.647, -0.988], [0.666, -1.418, 0.982], [-0.383, -2.050, -1.461], [-0.303, 4.490, 2.784], [0.254, 4.019, 3.390], [1.239, -0.247, -1.614], [-1.635, -2.266, -2.825], [-0.845, 0.012, -1.257], [-1.472, -1.108, -3.482], [1.990, -0.814, -1.235], [0.712, 0.710, 1.935]], "smiles": "NC[C@@H](N)CS.O", "charge": 0, "homo_ev": -8.8, "gap_ev": 9.4}

model P (0.353 eV below the next structure)

Model P:
{"formula": "C5H11N", "method": "wB97M-V/def2-TZVPD", "symbols": ["C", "C", "H", "H", "H", "C", "H", "H", "H", "H", "C", "H", "N", "H", "H", "C", "H"], "coordinates": [[-1.378, -0.160, 0.277], [0.094, -0.163, 0.551], [-1.831, 0.576, 0.950], [1.721, 0.736, -2.128], [-1.610, 0.201, -0.727], [1.103, 0.346, -0.232], [-3.125, -1.373, 0.153], [3.106, 1.210, 0.139], [1.816, 1.565, 1.299], [-2.117, -1.829, 1.545], [-2.093, -1.487, 0.511], [1.897, 2.344, -0.315], [1.128, 0.131, -1.587], [0.502, -0.665, 1.427], [-1.746, -2.330, -0.092], [2.032, 1.420, 0.249], [0.501, -0.521, -2.018]], "smiles": "CC/C=C(/C)N", "charge": 0, "homo_ev": -6.8, "gap_ev": 7.9}

Model Q:
{"formula": "C5H11N", "method": "wB97M-V/def2-TZVPD", "symbols": ["H", "C", "C", "H", "H", "H", "N", "H", "H", "H", "H", "C", "C", "H", "C", "H", "H"], "coordinates": [[-0.733, -0.321, -1.595], [1.312, -1.867, 0.613], [0.391, -1.735, -0.419], [0.331, 2.208, -1.490], [-1.142, 2.479, -0.783], [0.985, 1.001, 0.467], [-0.175, 2.293, -0.599], [0.168, -2.647, -1.044], [-1.199, 1.329, 1.934], [-2.270, 0.623, 0.604], [1.095, -0.053, -1.618], [0.154, -0.323, -0.995], [-1.125, 0.625, 1.013], [2.233, -2.665, 0.668], [-0.053, 0.859, -0.012], [1.072, -1.494, 1.654], [-1.045, -0.311, 1.601]], "smiles": "C=CC[C@H](C)N", "charge": 0, "homo_ev": -8.5, "gap_ev": 9.0}

Model R:
{"formula": "C5H11N", "method": "wB97M-V/def2-TZVPD", "symbols": ["C", "H", "H", "H", "H", "H", "C", "H", "H", "H", "H", "C", "H", "C", "H", "C", "N"], "coordinates": [[0.848, 1.297, -0.759], [-1.413, 1.465, -0.120], [-1.055, -2.476, -0.764], [-0.396, 2.443, 0.864], [-1.590, -0.949, 0.989], [0.434, -1.659, -1.147], [-0.559, -1.527, -0.691], [-1.076, -0.764, -1.328], [-0.122, -1.915, 1.399], [1.376, 2.178, -1.091], [2.008, -0.360, -0.026], [-0.379, 1.528, 0.213], [0.480, 0.658, -1.641], [0.175, 0.260, 0.968], [0.314, 0.405, 2.039], [-0.554, -1.080, 0.781], [1.510, 0.493, 0.315]], "smiles": "CC[C@@H]1CCN1", "charge": 0, "homo_ev": -8.9, "gap_ev": 10.0}

model R (0.347 eV below the next structure)

Model P:
{"formula": "C5H11N", "method": "wB97M-V/def2-TZVPD", "symbols": ["C", "H", "H", "H", "C", "H", "C", "H", "H", "C", "H", "H", "H", "H", "N", "C", "H"], "coordinates": [[1.136, -0.379, 0.168], [1.102, -1.145, -0.619], [0.270, 1.178, -1.086], [3.283, -0.554, 0.476], [2.537, 0.217, 0.260], [2.597, 0.971, 1.054], [-2.119, -0.149, 0.849], [-1.515, -1.170, -1.831], [0.869, -0.878, 1.108], [0.076, 0.685, -0.125], [0.084, 1.452, 0.664], [-2.338, -1.181, 1.099], [-2.935, -0.017, -1.428], [-2.459, 0.641, 1.525], [-1.266, 0.140, -0.166], [-1.972, -0.431, -1.166], [2.824, 0.702, -0.680]], "charge": 0, "homo_ev": -7.7, "gap_ev": 8.7}

Model Q:
{"formula": "C5H11N", "method": "wB97M-V/def2-TZVPD", "symbols": ["H", "H", "H", "C", "C", "N", "H", "H", "H", "C", "H", "C", "C", "H", "H", "H", "H"], "coordinates": [[0.746, -1.595, -1.423], [1.282, -1.404, 1.583], [1.271, -2.842, 0.552], [-1.852, 0.931, 0.378], [0.348, 1.497, -0.964], [0.202, 0.142, -0.595], [-0.240, -1.995, 0.883], [-0.258, 1.784, -1.821], [-2.235, 0.714, -0.626], [0.829, -1.852, 0.695], [2.105, -0.745, -0.675], [-0.350, 1.080, 0.302], [1.048, -1.005, -0.551], [1.303, 2.020, -0.844], [0.186, 1.375, 1.212], [-2.093, 0.064, 1.003], [-2.371, 1.798, 0.783]], "smiles": "CCN1C[C@H]1C", "charge": 0, "homo_ev": -8.3, "gap_ev": 9.5}

model Q (1.697 eV below the next structure)

Model P:
{"formula": "C5H6O", "method": "wB97M-V/def2-TZVPD", "symbols": ["H", "C", "H", "C", "C", "H", "H", "H", "O", "C", "H", "C"], "coordinates": [[-1.266, 1.577, -1.139], [-0.669, -1.618, -0.922], [-0.803, -2.621, -0.602], [-0.413, 0.917, -0.960], [0.998, 0.051, 1.043], [1.009, -0.759, 1.778], [0.501, 1.357, -1.395], [1.681, -0.188, 0.223], [-1.385, 0.378, 1.219], [-0.607, -0.482, -1.330], [1.336, 0.966, 1.536], [-0.382, 0.423, 0.550]], "smiles": "C#CCC(C)=O", "charge": 0, "homo_ev": -9.4, "gap_ev": 10.3}

Model Q:
{"formula": "C5H6O", "method": "wB97M-V/def2-TZVPD", "symbols": ["H", "O", "H", "C", "H", "C", "H", "C", "C", "H", "H", "C"], "coordinates": [[-2.167, 0.862, -0.507], [2.813, -0.220, -0.038], [-0.787, -1.699, 0.649], [1.715, -0.721, -0.048], [-2.918, -0.763, -0.082], [0.584, 1.358, 0.110], [1.656, 1.655, 0.013], [0.446, 0.045, 0.055], [-1.975, -0.150, -0.130], [-0.164, 2.156, 0.126], [1.604, -1.811, -0.314], [-0.807, -0.713, 0.168]], "smiles": "C=CC(=C)C=O", "charge": 0, "homo_ev": -9.5, "gap_ev": 9.3}

Model R:
{"formula": "C5H6O", "method": "wB97M-V/def2-TZVPD", "symbols": ["C", "O", "H", "H", "H", "C", "C", "H", "C", "C", "H", "H"], "coordinates": [[-0.284, 1.770, 0.649], [-1.698, -1.207, 1.149], [0.684, 0.425, -1.892], [2.176, -0.006, -1.001], [-0.252, -2.260, 0.117], [-1.148, 1.370, 1.396], [-0.691, -1.262, 0.453], [-1.884, 0.935, 2.037], [1.143, -0.303, -1.211], [0.359, -0.535, 0.017], [1.182, -1.250, -1.768], [0.414, 2.320, 0.055]], "charge": 0, "homo_ev": -8.6, "gap_ev": 8.2}

model Q (0.930 eV below the next structure)